ORCA calculation (ωB97M-V with the def2-TZVPD basis set) on a 6-piece molecular cluster, C28H48BN4O13PS7 overall in a non-equilibrium geometry.

Results
HOMO   -7.56 eV
F_max   6.55 eV/Å
Calculated total energy   -5446.13411 hartree
Orbital gap   6.7 eV
SMILES   CB(O)c1c(N=C=S)c(P(N)O)c(O)c2nsnc12.O=S1(=O)CCCC1.O=S1(=O)CCCC1.O=S1(=O)CCCC1.O=S1(=O)CCCC1.O=S1(=O)CCCC1
E_LUMO   -0.84 eV

Last column: Mulliken charge in e.
Element x y z (Å)
S (6.133333, -8.761086, 3.050231)  1.21
S (-6.506113, 5.399242, 1.908949)  1.11
S (5.592297, -0.659648, -3.049945)  -0.23
S (0.469994, 0.614149, -3.116801)  1.12
S (-0.764395, 4.095376, 1.977975)  1.22
S (5.654630, -5.341462, 3.239411)  0.24
S (-8.958385, 3.644505, -3.240817)  1.07
P (1.891055, -0.110836, 0.768332)  0.47
O (0.552070, 4.137702, 2.575551)  -0.68
O (2.578480, 1.394164, 1.246900)  -0.51
O (1.616556, -3.428939, 1.264997)  -0.50
O (1.470479, 0.577212, -2.076215)  -0.47
O (-0.938734, 0.767406, -2.827583)  -0.74
O (-7.952891, 3.607807, -2.201133)  -0.62
O (-7.913055, 5.553752, 2.201556)  -0.72
O (-10.364492, 3.798876, -2.947708)  -0.70
O (-1.076444, 4.792626, 0.749583)  -0.68
O (6.681739, -7.843973, 2.078167)  -0.63
O (8.459195, -1.414879, 0.740302)  -0.59
O (-5.501737, 5.361923, 2.948850)  -0.59
O (4.963484, -8.442654, 3.837962)  -0.68
N (6.548172, -3.911296, 2.936736)  -0.58
N (4.118686, -5.068054, 2.535841)  -0.54
N (0.730327, -0.537637, 2.037480)  -0.51
N (5.169179, 0.142410, -0.243247)  -0.38
C (-8.482004, 4.871967, -4.444744)  -0.67
C (5.384959, -0.442525, -1.414946)  0.31
C (1.117354, -0.252561, -5.546462)  -0.61
C (7.450720, -9.292027, 4.138583)  -0.65
C (-1.253713, 2.389065, 1.812648)  0.53
C (-1.972078, 4.527739, 3.224864)  -0.73
C (-8.729520, 2.224488, -4.305130)  -0.66
C (-5.154742, 5.866125, -0.282251)  -0.46
C (3.291578, -1.413931, 0.941740)  0.31
C (-8.318665, 2.776110, -5.671721)  -0.60
C (1.825204, 1.082220, -5.305306)  -0.44
C (-1.936897, 2.062986, 3.133281)  -0.79
C (0.702853, -0.805212, -4.181441)  -0.66
C (4.808130, -0.972177, 0.670092)  -0.01
C (-6.028523, 6.627257, 0.706388)  -0.80
C (7.474097, 0.097840, 2.789851)  -0.86
C (-6.276855, 3.979987, 0.843759)  -0.57
C (7.208276, -11.067789, 2.443594)  -0.56
C (-7.609066, 4.110447, -5.433492)  -0.56
C (5.883380, -10.339937, 2.258345)  -0.75
C (4.144079, -3.721821, 1.993211)  0.30
C (-5.865084, 4.531828, -0.521760)  -0.25
C (5.602828, -3.144419, 2.165453)  0.51
C (-2.815880, 3.273409, 3.454495)  0.14
C (5.894728, -1.772608, 1.472482)  0.17
C (2.941062, -2.881401, 1.383243)  -0.34
C (7.636959, -10.789330, 3.885656)  -0.64
C (0.948848, 1.842671, -4.318804)  -0.79
B (7.373181, -1.058783, 1.613086)  0.45
H (8.670440, -11.093757, 4.065999)  0.32
H (-1.434906, 4.819705, 4.129088)  0.39
H (2.813032, 0.902676, -4.868078)  0.20
H (5.616214, -10.193270, 1.212055)  0.38
H (-1.956863, 2.322979, 0.979085)  0.38
H (-7.944512, 1.601341, -3.872804)  0.37
H (1.487016, -1.428013, -3.747033)  0.36
H (-0.228853, -1.368921, -4.241298)  0.36
H (-3.195933, 3.236336, 4.477720)  0.42
H (8.094125, -1.309161, -0.171136)  0.31
H (-4.165531, 5.685796, 0.152738)  0.13
H (7.684316, -0.338517, 3.825868)  0.31
H (-6.938176, 6.994889, 0.226128)  0.37
H (6.450062, 0.629126, 2.866823)  0.26
H (-0.379665, 1.769497, 1.617146)  -0.78
H (-6.620077, 3.930445, -4.999244)  0.28
H (1.963001, 1.641578, -6.233089)  0.35
H (7.108452, -12.137782, 2.249671)  0.34
H (-7.680528, 2.068879, -6.206347)  0.33
H (1.469402, 2.663041, -3.825157)  0.40
H (-5.018481, 6.425477, -1.210355)  0.35
H (-9.210242, 2.942182, -6.285201)  0.30
H (-7.959367, 5.692368, -3.953144)  0.38
H (0.018337, -1.201294, 1.704992)  0.25
H (1.757678, -0.959135, -6.079611)  0.32
H (7.168656, -9.090414, 5.172641)  0.38
H (7.002282, -11.360563, 4.571074)  0.30
H (0.227431, -0.086753, -6.162644)  0.28
H (1.218521, -3.325816, 2.161338)  0.32
H (8.300023, 0.863972, 2.548168)  0.22
H (5.075477, -10.853075, 2.784936)  0.35
H (-5.226613, 3.824561, -1.056431)  0.44
H (-7.209355, 3.416951, 0.785706)  0.42
H (0.039995, 2.209588, -4.801306)  0.35
H (-2.578615, 5.361084, 2.867725)  0.34
H (-9.661767, 1.661502, -4.361790)  0.32
H (-1.187658, 1.931059, 3.920917)  0.33
H (-7.473680, 4.669167, -6.361886)  0.35
H (-9.391956, 5.239128, -4.924566)  0.33
H (-6.755550, 4.697871, -1.134885)  0.06
H (8.349206, -8.728100, 3.881424)  0.37
H (-3.680728, 3.284149, 2.783653)  -0.44
H (-5.506082, 7.447239, 1.198961)  0.46
H (-5.492145, 3.356315, 1.276377)  0.13
H (-2.521376, 1.142961, 3.065874)  0.38
H (1.210568, -0.907872, 2.878510)  0.26
H (1.805977, 1.989663, 1.424143)  0.29
H (7.956299, -10.666581, 1.751954)  0.29

Force components x, y, z for each atom (eV/Å):
S -0.2358 -0.2838 0.0331
S -0.3917 0.0794 -0.2530
S -0.4150 0.0746 4.2332
S -0.0813 0.1833 0.0742
S -0.3850 -0.0377 -0.1792
S -1.3404 2.6273 -1.3885
S -0.5494 0.0908 -0.1533
P -0.8288 -0.1559 -0.7840
O 0.0147 0.0490 -0.3390
O -1.0779 -1.7315 0.5268
O 2.1663 1.3866 1.4262
O -0.4065 0.1271 -0.4883
O 0.3154 -0.0603 0.2659
O -0.6533 -0.2416 -0.2765
O 0.4165 -0.0316 0.3400
O 0.4633 -0.0503 0.2786
O 0.3922 0.0433 0.2039
O -0.1706 -0.1610 0.1559
O -2.1948 1.4758 0.4284
O -0.1886 0.0052 0.1062
O 0.2568 0.3016 -0.2954
N -5.1174 0.1428 -2.5256
N 2.1349 3.7883 -0.3745
N 1.7746 -0.1831 0.3857
N 0.5848 -4.8179 -4.0452
C 0.2457 0.3074 -0.3191
C -0.6281 3.6509 0.7409
C -0.0150 -0.0272 -0.2374
C 0.4446 -0.1530 0.3976
C -0.1078 -0.3769 -0.0105
C -0.3794 0.2202 0.3870
C 0.0950 -0.5058 -0.3348
C 0.2897 -0.1630 0.0808
C 1.3396 -2.4298 1.1171
C -0.0280 -0.0151 -0.2471
C 0.1654 -0.0354 -0.0492
C 0.0776 -0.0457 0.1849
C 0.0469 -0.5067 -0.3604
C 0.1584 -4.7666 4.4943
C 0.2313 0.3319 -0.3410
C 0.1341 0.1018 -0.2678
C 0.0719 -0.4793 -0.3487
C 0.1622 -0.0412 -0.0752
C 0.1774 -0.0410 -0.0537
C -0.0010 -0.4416 -0.2485
C 1.4923 -1.2895 0.6892
C -0.0141 0.3231 -0.2062
C -1.2485 1.3298 -0.4209
C -0.2053 -0.1518 0.0062
C -2.2598 0.8491 -1.8013
C 3.1854 2.5534 -0.2076
C 0.0438 -0.2291 0.1016
C 0.1727 0.3180 -0.3668
B 0.2573 -0.0586 0.1762
H -0.1090 0.0459 0.0091
H 0.0696 -0.0129 -0.1633
H -0.0751 0.0601 -0.0119
H -0.0574 0.1689 0.1244
H 0.1198 0.0679 0.0039
H -0.0890 0.1256 0.0789
H -0.0876 0.1356 0.0943
H 0.0805 0.0850 0.2098
H -0.0094 0.0624 -0.1345
H 0.5250 -0.7412 0.7795
H -0.0222 0.1228 -0.0425
H -0.2475 0.4626 -1.3778
H 0.0153 -0.0652 0.1316
H 1.6455 -0.7799 -0.1539
H -0.0756 0.0652 -0.0425
H -0.0705 0.0624 -0.0288
H 0.0040 -0.0348 0.0951
H 0.0059 0.1056 -0.0057
H -0.0872 0.0534 0.0624
H -0.1377 -0.1036 0.1382
H 0.0100 -0.0292 0.0956
H 0.0806 -0.0061 0.0645
H -0.1349 -0.0846 0.1154
H 0.6087 0.5132 0.0138
H -0.0851 0.0487 0.0562
H -0.0462 0.1635 -0.1748
H 0.0486 0.0567 -0.0691
H 0.0765 -0.0031 0.0580
H 0.2829 -0.3573 -0.8645
H -1.2649 -1.1448 0.4436
H 0.0289 0.1284 -0.0203
H -0.0940 0.0377 0.0493
H 0.0603 0.1008 0.1640
H 0.0345 -0.0393 0.1045
H 0.1704 -0.0261 -0.0037
H 0.0770 0.0994 0.2233
H -0.0146 -0.0540 -0.1098
H 0.0024 -0.0345 0.1021
H 0.0260 -0.0523 0.1332
H 0.4043 0.0009 0.3524
H -0.1687 0.0423 -0.0504
H 0.0715 0.0619 0.1071
H -0.1353 -0.0911 0.1297
H -0.0915 0.1130 0.0930
H 0.0847 0.0643 -0.0033
H -0.6741 0.2585 -0.4355
H 0.9503 -0.4606 -0.1926
H -0.0933 -0.0407 0.0176